*1*
Here is a cluster of 7 separate species, C5H24N2O7 in total from the OMol25 dataset. Energies are from the ωB97M-V functional and the def2-TZVPD basis.

Computed properties:
**Lowest unoccupied orbital energy**: 0.27 eV
**Highest occupied orbital energy**: -9.7 eV
**M**: 224.3 g/mol
**HOMO-LUMO gap**: 10.00 eV

Geometry as XYZ:
```
38
C5H24N2O7 | the OMol25 dataset | the ωB97M-V functional and the def2-TZVPD basis
N 0.0367 1.1105 -1.6809
C -0.1573 1.0677 -0.1672
C 0.6123 2.1340 0.7027
C 0.3137 -0.3706 0.2337
N -0.7182 -1.2157 0.3134
C -2.1314 -1.0393 -0.1428
C -3.1178 -1.5381 0.8839
O 1.5235 -0.7940 0.3027
H -0.4681 1.8560 -2.0335
H 0.8985 1.1991 -2.0490
H -1.1928 1.2587 0.0341
H 0.6639 1.9310 1.7019
H 0.4760 3.1681 0.5735
H 1.7931 2.1269 0.5627
H -0.4501 -2.1556 0.2373
H -2.1994 -1.5041 -1.0970
H -2.0933 -0.0086 -0.4714
H -3.0791 -0.7640 1.7461
H -4.1003 -1.7136 0.4451
H -2.8709 -2.5364 1.1890
H -3.0145 1.8266 1.7784
H -1.7240 2.7334 2.0011
O -2.5369 2.6859 1.5816
H -0.6435 -0.5239 -2.4042
H -1.4246 -1.5474 -3.1353
O -0.5722 -1.3184 -2.7233
H 3.6777 0.5784 -2.5262
H 2.7164 -0.4892 -2.5840
O 2.6954 0.4929 -2.6223
H 0.6053 0.9951 3.5898
H -0.2181 -0.2355 4.0312
O -0.2158 0.3637 3.3226
H 3.1144 0.8784 -0.2351
H 3.9926 -0.0465 0.4853
O 4.0047 0.8794 0.2394
H 2.3162 -2.9749 -0.0222
H 1.5759 -2.9398 -1.3520
O 1.9122 -3.5705 -0.7093
```

---

*2*
Here is a cluster of 7 separate species, C5H24N2O7 in total from the OMol25 dataset. Energies are from the ωB97M-V functional and the def2-TZVPD basis.

Computed properties:
**Lowest unoccupied orbital energy**: 0.41 eV
**Highest occupied orbital energy**: -9.7 eV
**M**: 224.3 g/mol
**HOMO-LUMO gap**: 10.07 eV

Geometry as XYZ:
```
38
C5H24N2O7 | the OMol25 dataset | the ωB97M-V functional and the def2-TZVPD basis
N 2.4638 0.2907 -0.6602
C 1.0583 0.0503 -0.2326
C 0.1539 1.2368 -0.3597
N -1.1388 0.7599 -0.9681
C -1.5569 1.8577 -1.9155
C -2.1854 0.4288 -0.0525
C -2.0649 -0.9922 0.5541
O -1.5111 -1.8685 -0.0661
H 2.6171 1.2154 -1.0988
H 2.7470 -0.4232 -1.3696
H 1.2282 -0.2564 0.8344
H 0.4795 -0.8071 -0.6227
H 0.4725 2.0183 -1.0958
H 0.3302 1.8684 0.5943
H -2.3042 1.6160 -2.6812
H -1.9582 2.6986 -1.4140
H -0.6010 2.0293 -2.5523
H -3.1821 0.3304 -0.5973
H -2.4533 1.1902 0.6951
H -2.8098 -1.2572 1.3129
H -2.3252 -0.2566 3.7354
H -0.9679 -0.1849 3.1418
O -1.8456 -0.1254 2.9693
H -0.1006 -3.1916 0.9324
H 1.1550 -4.0792 1.1777
O 0.4131 -3.7160 1.5815
H -1.0533 -0.6456 -2.2590
H -0.5063 -1.9078 -2.5383
O -0.7822 -1.1941 -3.0772
H 0.9681 0.1812 -4.2609
H 1.3770 0.9459 -3.0619
O 1.5443 0.9284 -4.0348
H 0.9010 -1.0201 3.8211
H 1.5507 0.2291 3.2309
O 0.7634 -0.0050 3.8097
H 3.1120 1.4062 2.3417
H 2.9769 0.1676 1.6957
O 3.0350 0.4817 2.4904
```

---

*1* takes first place; second place is 0.0351 hartree up.

---

*1*
Here is a cluster of 17 separate species, C17H68O17 in total from the OMol25 dataset. Energies are from the ωB97M-V functional and the def2-TZVPD basis.

Computed properties:
**Lowest unoccupied orbital energy**: 0.51 eV
**Highest occupied orbital energy**: -9.4 eV
**M**: 544.7 g/mol
**HOMO-LUMO gap**: 9.91 eV

Geometry as XYZ:
```
102
C17H68O17 | the OMol25 dataset | the ωB97M-V functional and the def2-TZVPD basis
C 2.2014 -15.4133 11.2327
O 2.4354 -15.8842 9.8717
H 1.7576 -14.4545 11.1021
H 1.5804 -16.1672 11.7459
H 3.1856 -15.2611 11.6601
H 3.2811 -16.3995 9.7928
C 3.6427 -22.8017 10.3978
O 2.5046 -21.9433 10.3452
H 4.4391 -22.5068 9.7434
H 4.0219 -22.8343 11.4385
H 3.3523 -23.8423 10.1984
H 2.8141 -21.0411 10.5254
C 5.6688 -16.0810 9.2145
O 4.6789 -17.0566 9.0158
H 5.9986 -15.8446 8.2028
H 5.1971 -15.1802 9.6900
H 6.4516 -16.4033 9.8633
H 4.2324 -17.0013 8.1527
C -1.6143 -12.6296 9.0483
O -1.6627 -13.3152 7.8090
H -0.5419 -12.4069 9.2417
H -2.1806 -11.6866 9.0046
H -2.0935 -13.2977 9.7858
H -0.8645 -13.8284 7.7505
C 4.3946 -16.2317 5.3176
O 3.7251 -16.7315 6.4409
H 5.4485 -16.3826 5.5279
H 4.1167 -16.7171 4.3741
H 4.0757 -15.2522 5.1501
H 2.7293 -16.7154 6.2387
C -2.7086 -16.0439 7.0438
O -3.1857 -15.6678 5.7259
H -3.1246 -17.0117 7.3276
H -1.6262 -16.2846 7.1031
H -3.0005 -15.3515 7.8032
H -3.0513 -14.7295 5.4414
C -2.8790 -21.4172 9.1486
O -2.3070 -20.5652 8.1844
H -3.7893 -20.9745 9.6722
H -3.1418 -22.3851 8.7382
H -2.0731 -21.5477 9.9226
H -2.7218 -20.7157 7.3406
C 2.0442 -13.1071 7.9326
O 1.2462 -14.2524 7.9885
H 1.5653 -12.2837 7.3416
H 2.2034 -12.6148 8.9658
H 3.0350 -13.3572 7.4919
H 1.5656 -14.8717 8.7164
C 0.1551 -15.9071 5.0912
O 0.9866 -16.8922 5.6194
H -0.7374 -16.3118 4.5834
H -0.1898 -15.2758 5.8697
H 0.6948 -15.3961 4.3050
H 0.5371 -17.6696 5.9044
C -0.6433 -17.6799 14.2537
O -0.3171 -16.6500 13.2520
H -1.3929 -18.3180 13.8249
H 0.2227 -18.2692 14.5968
H -1.0669 -17.1675 15.2007
H -0.9206 -16.7252 12.4814
C 2.3174 -21.4914 7.0874
O 1.2644 -21.1338 7.9784
H 2.8845 -22.3671 7.4602
H 1.8406 -21.7926 6.1954
H 3.0551 -20.7225 6.8387
H 1.6073 -21.3657 8.8255
C -0.6153 -21.3801 12.4484
O -0.1178 -22.3103 11.4917
H -0.4933 -20.4387 11.9432
H -1.6931 -21.5573 12.6193
H -0.0488 -21.2769 13.3699
H 0.8015 -22.1239 11.3708
C -5.6433 -17.8224 4.9874
O -4.8076 -17.0919 4.1452
H -5.1395 -18.4306 5.7468
H -6.3848 -17.1539 5.4634
H -6.1984 -18.5104 4.3277
H -4.2207 -16.5181 4.6604
C -1.0333 -19.7764 5.3334
O 0.1174 -19.4864 6.0328
H -0.8972 -19.5563 4.2516
H -1.2387 -20.8353 5.4203
H -1.9317 -19.2743 5.7534
H 0.1905 -20.0740 6.8166
C 0.0332 -18.1430 9.7092
O -1.2062 -17.8890 9.0111
H 0.4866 -17.2155 9.9461
H -0.1127 -18.6960 10.6648
H 0.6696 -18.5811 8.9944
H -1.4486 -18.7661 8.6681
C -4.0897 -17.9955 11.2489
O -2.7360 -17.6180 11.1600
H -4.2753 -19.0604 11.1273
H -4.3888 -17.6841 12.2226
H -4.6344 -17.4504 10.4458
H -2.4820 -17.4654 10.2293
C 4.3793 -18.7002 11.4798
O 3.6025 -19.2228 10.4313
H 4.1762 -19.3763 12.3749
H 5.4225 -18.6529 11.2554
H 4.0407 -17.6737 11.8027
H 3.9989 -18.8132 9.6355
```

---

*2*
Here is a cluster of 17 separate species, C17H68O17 in total from the OMol25 dataset. Energies are from the ωB97M-V functional and the def2-TZVPD basis.

Computed properties:
**Lowest unoccupied orbital energy**: 0.20 eV
**Highest occupied orbital energy**: -9.4 eV
**M**: 544.7 g/mol
**HOMO-LUMO gap**: 9.64 eV

Geometry as XYZ:
```
102
C17H68O17 | the OMol25 dataset | the ωB97M-V functional and the def2-TZVPD basis
C -1.2763 3.1610 -3.7709
O -0.7323 2.2016 -4.6209
H -1.2165 2.9808 -2.6976
H -0.8223 4.1257 -3.9974
H -2.3451 3.1724 -3.9848
H -0.1821 1.6476 -4.0624
C 2.9389 -4.8064 1.2765
O 2.5816 -3.5143 0.9379
H 3.8306 -4.8153 1.9034
H 2.0657 -5.1452 1.8340
H 3.2657 -5.4379 0.4504
H 3.2962 -2.9422 0.6486
C -0.3505 1.4369 5.0943
O 0.3228 0.3715 5.8420
H -1.4114 1.5066 5.3345
H 0.0143 2.4034 5.4420
H -0.1939 1.2911 4.0255
H -0.0164 -0.4157 5.4097
C -1.0602 -4.0397 1.7284
O -0.1055 -3.0575 2.0140
H -1.1644 -4.7091 2.5823
H -1.9968 -3.5148 1.5399
H -0.7624 -4.6970 0.9115
H 0.7573 -3.4231 1.8052
C 2.9620 3.2712 2.7485
O 1.8548 4.1793 2.6249
H 2.7165 2.4676 3.4427
H 3.1288 2.8323 1.7648
H 3.8709 3.8090 3.0183
H 1.5513 4.5789 3.4433
C 2.7156 -3.0382 -2.3191
O 3.1342 -2.8514 -3.6470
H 2.1762 -3.9847 -2.2851
H 3.5227 -3.2495 -1.6178
H 2.1471 -2.1944 -1.9281
H 2.3584 -2.6848 -4.1874
C -1.2521 -3.8271 -2.1579
O -1.5280 -4.0108 -3.5802
H -0.7247 -2.9032 -1.9205
H -2.1984 -3.6764 -1.6384
H -0.6720 -4.6786 -1.8021
H -2.1270 -4.7591 -3.6340
C 1.0824 4.0545 -1.0075
O 0.3123 3.7883 0.1390
H 1.1636 5.1254 -1.1938
H 2.0337 3.5272 -0.9366
H 0.5662 3.6392 -1.8731
H 0.8578 3.7983 0.9290
C 4.0686 -0.5638 0.6358
O 4.7351 -1.8003 0.5612
H 4.5268 0.1961 1.2687
H 4.0857 -0.2094 -0.3949
H 3.0382 -0.6795 0.9718
H 5.6691 -1.6010 0.4633
C -3.4298 -0.1238 -2.1274
O -4.3576 -0.5844 -1.1259
H -2.4342 -0.3621 -1.7532
H -3.4862 -0.7665 -3.0059
H -3.4974 0.9286 -2.4031
H -4.1493 -0.1371 -0.3024
C -2.3829 3.5221 2.6833
O -1.8124 2.6519 1.6856
H -2.9854 2.9435 3.3835
H -1.5542 4.0253 3.1814
H -3.0464 4.2608 2.2335
H -1.0700 3.1139 1.2894
C -1.7219 -2.5364 5.2900
O -0.5649 -2.0588 4.5950
H -1.5918 -3.5503 5.6686
H -1.8936 -1.9783 6.2104
H -2.6431 -2.5602 4.7080
H -0.4295 -2.5648 3.7906
C 2.2022 0.7624 -3.1987
O 0.8341 0.6223 -3.0453
H 2.4332 1.7355 -2.7654
H 2.7267 -0.0272 -2.6607
H 2.5366 0.7735 -4.2361
H 0.7908 0.2774 -2.1504
C -2.6408 -0.6819 2.0121
O -3.2738 0.3491 1.2682
H -2.1699 -0.2490 2.8947
H -3.3006 -1.4993 2.3031
H -1.8158 -1.0693 1.4143
H -2.7242 1.1236 1.4083
C 0.3352 -1.4586 -5.4438
O 0.6160 -2.6716 -4.7509
H -0.4290 -0.8567 -4.9518
H 1.2234 -0.8317 -5.5219
H 0.0390 -1.6588 -6.4735
H -0.2056 -2.9120 -4.3165
C -2.9414 4.9573 -1.2546
O -3.1678 5.4242 -2.5462
H -1.8820 5.0451 -1.0136
H -3.5495 5.4282 -0.4822
H -3.2201 3.9046 -1.2080
H -2.7389 6.2753 -2.6617
C 0.3864 0.5080 0.3335
O 0.6242 -0.8102 -0.2883
H -0.5560 0.9810 0.0575
H 0.3255 0.3081 1.4033
H 1.1941 1.2206 0.1663
H 0.1864 -1.5294 0.1730
```

---

*1* takes first place; second place is 0.0107 hartree up.

---

*1*
Here is a cluster of 2 separate species, CH3N2PS in total from the OMol25 dataset. Energies are from the ωB97M-V functional and the def2-TZVPD basis.

Computed properties:
**Lowest unoccupied orbital energy**: -0.07 eV
**Highest occupied orbital energy**: -9.0 eV
**M**: 106.1 g/mol
**HOMO-LUMO gap**: 8.95 eV

Geometry as XYZ:
```
8
CH3N2PS | the OMol25 dataset | the ωB97M-V functional and the def2-TZVPD basis
C 2.2655 -0.4405 0.4067
N 1.7995 0.0827 1.4001
N -0.4943 -1.8442 0.8088
P -0.8924 -0.7039 -0.1031
S 2.7040 -1.1289 -0.9569
H 0.3457 -2.2592 0.4861
H 1.8580 0.0246 2.4113
H -2.0315 -0.0482 0.4482
```

---

*2*
Here is the molecule CH3N2PS from the OMol25 dataset. Energies are from the ωB97M-V functional and the def2-TZVPD basis.

Computed properties:
**Lowest unoccupied orbital energy (alpha / beta)**: -1.40 / -1.16 eV
**Highest occupied orbital energy (alpha / beta)**: -8.3 / -8.3 eV
**M**: 106.1 g/mol
**HOMO-LUMO gap (alpha / beta)**: 6.90 / 7.15 eV

Geometry as XYZ:
```
8
CH3N2PS | the OMol25 dataset | the ωB97M-V functional and the def2-TZVPD basis
C 1.4003 0.7743 0.1270
N 0.8610 -0.3183 -0.2945
N -0.0136 -1.1312 -0.1301
P -1.5765 -0.8048 0.2319
S -2.0735 1.1391 -0.0793
H 1.2963 1.2370 1.1115
H 2.1907 1.0310 -0.5440
H -2.0846 -1.9272 -0.4224
```

---

*1* takes first place; second place is 0.0418 hartree up.